Here is 2 unconnected molecules or ions with the total composition C3H7ClNOS from the OMol25 dataset. Energies are from wB97M-V/def2-TZVPD.

Geometry as XYZ:
```
14
Properties=species:S:1:pos:R:3:forces:R:3:lowdin_charge:R:1
C 0.4133 -1.0529 -1.2570 -1.09 -0.72 -2.12 0.06
C 0.6403 -0.2271 0.9778 0.57 -0.14 1.07 0.00
C -0.9156 0.7873 -0.6105 -0.96 0.76 -0.35 -0.02
N 0.0915 -0.2250 -0.3613 0.13 -0.18 -0.31 -0.25
O -1.1241 0.0022 -3.8915 -0.07 0.30 -0.36 -0.50
S -0.8716 -1.3440 -3.5128 0.65 0.12 2.16 0.68
Cl -2.5571 -2.0925 -2.6513 0.45 0.08 -0.12 0.28
H 1.1658 -1.8094 -1.0816 0.19 -0.07 0.28 0.09
H 1.3768 -1.0207 1.0967 -0.09 0.04 -0.12 0.11
H -0.1665 -0.3829 1.6973 -0.01 0.02 -0.13 0.12
H 1.1115 0.7318 1.1948 -0.05 0.00 -0.14 0.11
H -0.8120 1.6045 0.1029 0.11 -0.11 -0.09 0.11
H -1.9150 0.3612 -0.4949 0.12 -0.05 0.07 0.11
H -0.8229 1.1754 -1.6257 0.05 -0.06 0.16 0.09
```
Forces are in eV/Å.

Computed properties:
LUMO (alpha / beta)	-0.2292 / -0.2292	Ha
net charge	+1
E_HOMO (alpha / beta)	-14.27 / -14.27	eV
largest force on an atom	2.5	eV/Å
gap between HOMO and LUMO (alpha / beta)	8.03 / 8.03	eV

---

Here is a molecular structure, C43H34BiClN7O4S2 from the OMol25 dataset. Energies are from wB97M-V/def2-TZVPD.

Geometry as XYZ:
```
92
Properties=species:S:1:pos:R:3:forces:R:3:lowdin_charge:R:1
Bi 0.2641 1.0468 0.7888 0.15 0.29 0.00 1.89
C 2.7257 1.8857 2.7204 -0.03 0.01 0.00 -0.06
N 2.2542 0.5983 2.1629 0.04 0.06 -0.11 -0.39
C 3.3199 -0.0424 1.3702 -0.02 0.07 0.07 -0.08
C 1.7751 -0.2968 3.2379 -0.09 0.03 0.04 -0.16
C 0.4492 0.1852 3.7773 -0.03 0.01 -0.11 -0.27
C 0.1569 0.1090 5.1333 -0.01 -0.03 0.04 -0.03
C -1.0721 0.5498 5.6068 0.02 -0.02 -0.01 -0.07
C -2.0091 1.0710 4.7259 -0.02 0.01 0.01 -0.07
C -1.7153 1.1530 3.3707 -0.01 -0.04 -0.15 -0.12
C -0.4897 0.7082 2.8828 0.05 -0.08 0.08 -0.32
H 3.6170 1.7243 3.3361 -0.04 -0.03 -0.01 0.10
H 1.9402 2.3359 3.3274 0.02 -0.05 -0.03 0.10
H 2.9603 2.5704 1.9064 0.00 -0.05 0.01 0.07
H 4.2003 -0.2345 1.9932 -0.04 0.02 -0.01 0.10
H 3.6011 0.6125 0.5455 -0.03 0.00 0.05 0.07
H 2.9621 -0.9856 0.9581 -0.03 0.02 0.01 0.08
H 2.5250 -0.3682 4.0339 0.01 0.02 -0.03 0.14
H 1.6559 -1.2938 2.8054 0.04 -0.01 -0.02 0.12
H 0.8950 -0.2863 5.8245 -0.04 0.03 -0.03 0.12
H -1.2909 0.5004 6.6662 0.01 0.00 -0.04 0.11
H -2.9619 1.4322 5.0952 0.05 -0.03 -0.02 0.11
H -2.4529 1.5735 2.6924 0.05 -0.01 0.07 0.10
S -2.6987 -2.8361 3.9496 0.08 -0.01 -0.09 1.06
C -3.6380 -4.0441 4.7035 -0.01 0.08 0.05 -0.40
C -3.6179 -5.2108 4.0058 -0.03 -0.08 -0.03 -0.17
C -2.8245 -5.1243 2.8332 0.03 -0.17 -0.05 -0.11
C -2.2517 -3.8967 2.6566 -0.08 0.21 0.11 -0.47
C -1.3745 -3.4493 1.5699 -0.03 0.11 0.05 -0.18
C -1.0048 -2.0953 1.4508 0.10 0.07 -0.17 -0.09
N -0.1855 -1.6035 0.5355 -0.02 -0.38 -0.01 0.04
C 0.3149 -2.4553 -0.4069 -0.18 -0.08 0.26 -0.16
C -0.0329 -3.8187 -0.3943 0.08 0.12 -0.07 -0.13
C 0.4590 -4.7002 -1.4144 -0.03 -0.10 0.03 -0.01
C 1.2295 -4.2410 -2.4158 0.02 -0.05 -0.08 -0.01
C 1.5947 -2.8563 -2.4743 -0.03 -0.02 0.10 -0.14
C 2.3528 -2.3403 -3.5327 0.03 -0.09 -0.13 0.06
C 2.6822 -1.0056 -3.5784 -0.01 0.09 0.08 -0.18
C 2.2537 -0.2215 -2.4816 0.02 -0.01 0.06 -0.09
N 1.5390 -0.6777 -1.4776 -0.05 0.15 0.05 0.07
C 1.1760 -1.9750 -1.4633 0.06 0.12 -0.10 -0.19
C 3.4240 -0.4187 -4.6982 -0.05 0.24 -0.03 -0.48
C 3.9319 -1.0493 -5.7992 0.10 -0.18 -0.02 -0.11
C 4.5593 -0.1679 -6.7161 0.03 -0.06 -0.07 -0.17
C 4.5132 1.1263 -6.3027 -0.01 0.10 0.01 -0.40
S 3.7083 1.2854 -4.8063 -0.01 -0.09 0.08 1.05
C -0.8690 -4.2991 0.6188 -0.04 -0.20 -0.01 0.06
H -4.1558 -3.8223 5.6252 0.03 -0.04 -0.07 0.07
H -4.1532 -6.0990 4.3116 0.04 0.05 -0.02 0.11
H -2.6859 -5.9543 2.1514 -0.03 0.07 0.04 0.11
H -1.4138 -1.3766 2.1472 0.02 0.07 0.10 0.07
H 0.1861 -5.7479 -1.3613 0.00 0.05 0.00 0.12
H 1.5851 -4.9078 -3.1925 -0.01 0.03 0.02 0.12
H 2.6587 -3.0126 -4.3267 -0.02 0.03 0.04 0.13
H 2.5199 0.8312 -2.4268 -0.02 0.01 -0.01 0.08
H 3.8802 -2.1204 -5.9533 -0.01 0.10 0.00 0.11
H 5.0222 -0.4828 -7.6423 -0.04 0.01 0.09 0.11
H 4.9083 2.0025 -6.7964 -0.03 -0.09 0.03 0.07
H -1.1166 -5.3548 0.6311 0.04 0.04 0.01 0.13
O -3.4163 6.1349 0.6308 0.59 0.00 0.45 0.14
C -3.8522 5.2724 -0.2573 -0.15 -0.37 -0.22 -0.51
O -4.7441 5.5301 -1.0226 0.12 0.01 0.06 0.08
C -3.2253 3.8957 -0.2785 0.09 0.00 0.17 -0.03
C -3.7333 2.8562 -1.0450 0.11 0.10 0.01 -0.57
Cl -5.0035 2.8625 -2.1565 -0.02 -0.21 -0.01 0.86
N -2.9747 1.7552 -0.8280 -0.26 -0.12 -0.17 -0.07
N -1.9823 2.0300 0.0271 0.03 0.33 0.32 0.01
C -2.1131 3.3067 0.3781 0.09 0.10 -0.17 -0.14
C -1.0597 3.9026 1.2951 -0.17 0.34 0.31 -0.58
O -1.2436 5.0228 1.7644 -0.25 -0.11 -0.32 0.07
O -0.0171 3.1956 1.5271 -0.09 -0.38 -0.38 -0.21
C -3.0975 0.4457 -1.3985 0.00 -0.10 -0.03 -0.21
C -1.9951 -0.1171 -2.0238 0.05 0.14 -0.05 -0.03
C -2.1039 -1.3796 -2.5870 0.06 -0.03 -0.01 -0.07
C -3.3052 -2.0704 -2.5259 -0.01 0.00 0.03 -0.06
C -4.3976 -1.5032 -1.8829 -0.04 -0.03 0.02 -0.06
C -4.2980 -0.2448 -1.3109 0.03 0.07 0.15 -0.03
H -2.6371 5.7835 1.1495 -0.16 0.06 -0.14 0.08
H -1.0664 0.4394 -2.0923 -0.03 -0.02 -0.01 0.10
H -1.2478 -1.8160 -3.0885 -0.03 0.01 0.01 0.11
H -3.3928 -3.0496 -2.9800 0.01 0.03 0.02 0.11
H -5.3350 -2.0415 -1.8190 0.05 0.01 -0.01 0.11
H -5.1366 0.1888 -0.7825 -0.01 0.03 -0.06 0.12
N 2.4868 4.9373 -1.6208 0.04 -0.03 0.02 0.07
C 3.7508 4.4040 -1.5601 -0.02 -0.02 -0.02 -0.09
C 3.6093 3.2219 -0.9001 -0.12 -0.05 0.05 -0.17
N 2.2856 3.0272 -0.5491 0.10 -0.07 -0.06 0.00
C 1.6441 4.0812 -1.0001 0.13 -0.08 0.01 -0.19
H 2.2361 5.8197 -2.0303 -0.03 0.05 -0.01 0.16
H 4.6129 4.8987 -1.9768 -0.09 -0.03 0.04 0.12
H 4.3798 2.5079 -0.6479 -0.07 0.07 -0.04 0.10
H 0.5862 4.2730 -0.8978 0.11 0.02 0.00 0.12
```
Forces are in eV/Å.

Computed properties:
LUMO	-0.1164	Ha
net charge	+1
E_HOMO	-10.50	eV
largest force on an atom	0.7	eV/Å
gap between HOMO and LUMO	7.33	eV

---

Here is C12H11BrN2OS in the gas phase from the OMol25 dataset. Energies are from wB97M-V/def2-TZVPD.

Geometry as XYZ:
```
28
Properties=species:S:1:pos:R:3:forces:R:3:lowdin_charge:R:1
C -2.2848 1.9866 0.5426 -0.10 -0.08 0.09 -0.03
C -2.2706 0.4939 0.5281 -0.38 -0.26 0.34 -0.31
C -3.0786 -0.2644 1.3147 0.02 0.28 -0.02 0.05
C -3.0238 -1.7021 1.2726 0.17 0.01 -0.16 -0.46
O -3.6814 -2.4932 1.9091 -0.18 -0.18 0.17 0.06
N -2.0628 -2.1740 0.3544 0.00 -0.12 0.03 0.13
C -1.3003 -1.3452 -0.3881 0.18 0.27 -0.19 -0.63
N -1.3724 -0.0588 -0.3375 0.22 0.01 -0.31 0.09
S -0.1699 -2.1106 -1.4819 0.13 -0.21 -0.34 1.00
C 0.7004 -0.6402 -2.1421 -0.38 -0.30 0.23 -0.39
C 1.6466 -0.0781 -1.1327 0.16 0.19 0.13 -0.31
C 2.7490 -0.8239 -0.7327 0.07 0.10 0.05 -0.10
C 3.6126 -0.3069 0.2144 0.16 -0.13 0.03 -0.67
C 3.4020 0.9398 0.7791 0.08 -0.08 0.05 -0.13
C 2.3009 1.6752 0.3777 0.02 0.01 -0.02 -0.07
C 1.4268 1.1728 -0.5710 0.09 -0.02 -0.08 -0.05
H 0.5664 1.7460 -0.8763 -0.09 0.04 -0.03 0.10
H 2.1263 2.6482 0.8116 -0.02 0.10 0.04 0.11
H 4.0865 1.3251 1.5187 0.05 0.01 0.05 0.10
Br 5.1266 -1.3341 0.7502 -0.18 0.12 -0.06 0.72
H 2.9231 -1.8028 -1.1545 0.05 -0.09 -0.01 0.11
H -0.0672 0.0781 -2.4207 0.10 0.00 -0.10 0.08
H 1.2224 -1.0096 -3.0249 -0.08 -0.01 -0.01 0.09
H -1.9654 -3.1794 0.2699 -0.05 0.13 0.08 0.15
H -3.7861 0.1791 1.9955 -0.07 0.03 0.06 0.12
H -1.3447 2.3536 0.9523 0.07 0.05 0.02 0.08
H -3.1067 2.3603 1.1451 -0.03 0.10 0.04 0.08
H -2.3748 2.3644 -0.4737 -0.01 0.03 -0.06 0.09
```
Forces are in eV/Å.

Computed properties:
SMILES	Cc1cc(=O)[nH]c(SCc2cccc(Br)c2)n1
LUMO	0.0180	Ha
net charge	0
E_HOMO	-8.87	eV
largest force on an atom	0.6	eV/Å
gap between HOMO and LUMO	9.36	eV

---

Here is a molecular structure, C35H44N9O9S2ScSe2Te2 from the OMol25 dataset. Energies are from wB97M-V/def2-TZVPD.

Geometry as XYZ:
```
104
Properties=species:S:1:pos:R:3:forces:R:3:lowdin_charge:R:1
Sc 0.4998 0.3760 0.7331 0.49 -0.19 0.41 0.55
Se 2.7115 1.7644 1.6162 -0.11 0.12 -0.08 -0.06
Te 2.2749 2.9362 3.7946 0.00 0.01 -0.02 0.18
Te -0.1451 1.8252 4.2673 -0.01 -0.02 0.01 0.26
Se -0.9505 2.1703 1.9388 -0.19 0.24 0.10 0.02
O 4.3248 -3.1304 6.1876 -0.02 0.06 -0.02 0.11
C 3.2487 -3.8179 5.7272 0.02 0.02 -0.02 -0.50
O 3.1500 -4.9922 5.9642 0.01 0.01 -0.01 0.11
C 2.2684 -3.0498 4.9201 -0.03 0.02 0.08 -0.17
C 2.5985 -1.8929 4.2142 -0.04 0.05 0.02 -0.03
C 1.6727 -1.2604 3.4137 -0.03 0.02 0.12 -0.10
C 0.3650 -1.7489 3.2672 0.02 -0.03 -0.12 -0.32
C 0.0343 -2.8942 4.0168 -0.02 -0.09 -0.04 -0.03
C 0.9672 -3.5330 4.8104 0.01 0.02 -0.02 -0.02
N -0.5127 -1.1434 2.3704 0.17 0.12 -0.18 -0.04
C -1.8254 -1.2487 2.7162 -0.08 -0.05 0.08 -0.14
C -2.9161 -0.9276 1.9761 0.03 0.04 -0.03 -0.21
C -4.2531 -0.7303 2.4889 -0.02 -0.02 0.02 -0.03
C -5.0326 0.2265 1.9569 0.01 0.02 0.00 -0.08
C -4.4856 1.1048 0.9317 0.02 0.01 -0.06 -0.08
C -3.3307 0.8180 0.3289 0.00 -0.06 0.02 -0.12
N -2.7172 -0.4178 0.6511 -0.03 -0.03 0.03 0.04
H 4.1905 -2.1839 6.0457 0.01 -0.07 0.02 0.10
H 3.5984 -1.4707 4.2532 0.01 0.01 0.02 0.12
H 1.9817 -0.3616 2.8954 -0.01 0.00 0.04 -0.01
H -0.9509 -3.3324 3.9226 0.00 0.01 0.00 0.11
H 0.7030 -4.4372 5.3434 0.00 -0.01 0.01 0.12
H -2.0601 -1.5953 3.7218 0.02 0.02 -0.01 0.13
H -4.5780 -1.3165 3.3399 -0.01 -0.01 0.00 0.11
H -6.0250 0.4122 2.3422 -0.01 0.00 0.00 0.10
H -4.9625 2.0444 0.6966 -0.05 0.07 -0.01 0.10
H -2.8314 1.4491 -0.3923 0.00 0.01 -0.03 0.10
C -1.0474 -2.8425 -1.3132 0.01 -0.03 0.02 -0.02
O -1.8234 -2.3032 -0.2301 -0.15 0.08 -0.03 0.02
C -1.7896 -0.9819 -0.1288 0.15 -0.02 -0.18 -0.52
O -0.9213 -0.3155 -0.7455 -0.13 -0.13 -0.08 -0.07
H -1.2834 -3.9018 -1.3284 0.02 0.00 0.01 0.10
H 0.0144 -2.6890 -1.1384 -0.01 0.00 -0.02 0.06
H -1.3456 -2.3761 -2.2508 0.00 0.00 -0.01 0.10
N 5.2624 1.9580 -4.8000 0.04 -0.03 -0.04 0.09
C 4.5623 0.8244 -4.6584 -0.04 0.05 0.08 -0.82
S 4.7413 -0.4393 -5.6924 0.00 -0.01 -0.07 0.69
C 3.6044 0.7906 -3.4994 0.03 -0.03 -0.08 -0.21
C 3.3462 1.8932 -2.6947 -0.06 0.04 0.03 0.02
C 2.4615 1.7775 -1.6341 -0.03 -0.05 -0.01 -0.17
N 1.8453 0.6345 -1.3292 -0.02 -0.06 0.11 -0.01
C 2.0751 -0.4208 -2.1182 0.01 0.04 -0.01 -0.12
C 2.9293 -0.3874 -3.2014 0.00 0.00 0.03 -0.02
H 5.9318 2.0101 -5.5498 -0.02 0.00 0.01 0.10
H 5.2244 2.7108 -4.1380 0.00 0.01 0.03 0.09
H 3.7957 2.8633 -2.8505 0.01 0.01 -0.04 0.11
H 2.2462 2.6208 -0.9935 0.03 -0.02 -0.01 0.06
H 1.5553 -1.3299 -1.8554 0.01 -0.01 0.02 0.10
H 3.0875 -1.2654 -3.8104 0.00 0.00 0.00 0.08
C 4.3999 -0.9521 0.7006 0.05 -0.08 -0.02 -0.07
N 3.8097 -2.2270 1.0606 -0.03 -0.04 -0.03 -0.05
C 4.7388 -3.1680 1.6728 0.02 0.02 -0.03 -0.14
C 4.3249 -4.5896 1.3782 0.00 -0.02 -0.03 -0.14
C 2.8861 -4.7554 1.8011 0.00 -0.04 0.05 -0.13
N 2.0441 -3.7209 1.2075 -0.01 0.02 -0.01 -0.04
C 0.6540 -4.1086 1.0671 0.02 0.08 0.02 -0.03
C 2.4841 -2.4739 0.9193 0.15 0.03 0.04 -0.43
O 1.7012 -1.5806 0.4901 -0.17 0.03 -0.08 -0.10
H 5.1765 -1.1094 -0.0537 0.00 -0.02 0.00 0.10
H 4.8437 -0.4767 1.5770 -0.02 0.01 -0.03 0.08
H 3.6444 -0.2853 0.3165 0.01 -0.02 -0.09 -0.01
H 4.7892 -2.9911 2.7532 -0.01 -0.03 -0.01 0.12
H 5.7272 -2.9582 1.2618 -0.01 0.00 0.01 0.13
H 4.9606 -5.2933 1.9143 -0.01 0.01 0.02 0.12
H 4.4260 -4.7863 0.3080 0.00 0.00 0.00 0.12
H 2.7908 -4.7155 2.8917 0.02 -0.03 -0.05 0.12
H 2.4922 -5.7194 1.4766 0.02 0.00 -0.03 0.13
H 0.5419 -4.7875 0.2168 -0.04 0.03 -0.02 0.10
H 0.0244 -3.2356 0.9508 0.01 0.02 0.07 0.06
H 0.3415 -4.6337 1.9677 -0.01 -0.01 0.05 0.10
C -7.3630 3.4958 -1.4187 -0.02 -0.02 0.03 -0.11
C -6.2939 2.8447 -2.2852 -0.03 -0.01 0.03 -0.30
S -4.9467 3.9778 -2.5287 -0.01 0.05 0.02 0.64
O -5.4369 5.1483 -3.2056 -0.02 -0.01 0.02 -0.29
O -4.2308 4.1127 -1.2831 -0.08 -0.04 0.03 -0.29
C -3.8850 3.1069 -3.6664 -0.07 -0.08 -0.08 -0.21
C -2.5558 3.8286 -3.8355 0.10 0.06 -0.14 -0.13
N -1.6625 3.6691 -2.6938 0.06 -0.12 0.06 0.05
C -1.0377 2.5107 -2.3457 0.00 0.01 -0.07 -0.32
N -0.3920 2.6200 -1.1967 -0.14 0.07 -0.02 0.09
C -0.5982 3.9023 -0.7699 0.02 -0.02 -0.03 -0.08
C -1.3775 4.5519 -1.6734 0.09 0.07 0.06 -0.16
N -1.7974 5.9181 -1.6236 0.05 -0.10 0.04 -0.33
O -2.3240 6.3959 -2.6154 -0.02 0.15 0.00 0.07
O -1.5731 6.5146 -0.5950 0.00 0.06 0.03 0.12
C -1.0636 1.2955 -3.2060 0.07 0.00 -0.01 0.01
H -8.1419 2.7665 -1.2011 -0.02 0.02 -0.01 0.08
H -7.8089 4.3476 -1.9279 0.00 0.01 0.00 0.08
H -6.9444 3.8387 -0.4736 0.03 0.00 0.01 0.08
H -6.6756 2.5853 -3.2737 0.01 0.00 -0.01 0.11
H -5.8707 1.9582 -1.8113 0.03 -0.03 0.01 0.09
H -4.4114 3.0879 -4.6211 -0.01 -0.02 0.00 0.12
H -3.7613 2.0865 -3.3050 0.02 -0.02 0.05 0.10
H -2.7169 4.8919 -3.9938 0.01 -0.10 0.00 0.11
H -2.0504 3.4332 -4.7167 0.00 -0.01 0.02 0.13
H -0.1831 4.2835 0.1463 -0.01 0.00 0.03 0.09
H -1.0287 1.5558 -4.2637 -0.01 0.01 -0.02 0.09
H -1.9526 0.6895 -3.0264 -0.04 0.00 0.00 0.08
H -0.2024 0.6789 -2.9662 -0.04 0.02 -0.01 0.06
```
Forces are in eV/Å.

Computed properties:
LUMO	-0.0435	Ha
net charge	0
E_HOMO	-6.43	eV
largest force on an atom	0.7	eV/Å
gap between HOMO and LUMO	5.25	eV

---

For the records above, the corresponding ΔE to the lowest compared entry with this formula, charge and spin values read 0.0 0.0 0.0 19.8 kcal/mol.